{
  "formula": "C4H9NO",
  "method": "ωB97M-V/def2-TZVPD",
  "elements": ["C", "C", "N", "H", "H", "H", "H", "H", "C", "C", "O", "H", "H", "H", "H"],
  "xyz": [[2.584, -0.322, -0.527], [2.128, -0.038, 0.705], [0.718, 0.031, 1.005], [1.906, -0.753, -1.326], [3.587, -0.532, -0.848], [2.711, 0.026, 1.612], [0.193, 0.529, 0.310], [0.512, 0.216, 2.025], [-1.444, -1.021, -0.528], [-2.145, 0.277, -0.530], [-1.685, 1.340, -0.194], [-0.684, -0.902, -1.226], [-2.265, -1.882, -0.585], [-1.051, -1.176, 0.424], [-3.198, 0.167, -0.590]],
  "mulliken_charge": [-0.802, 0.060, -0.407, 0.136, 0.285, 0.285, 0.215, 0.185, -1.055, 0.296, -0.524, 0.207, 0.292, 0.449, 0.380],
  "lumo_energy_ev": 0.969,
  "total_energy_ev": -7829.24043,
  "homo_lumo_gap_ev": 9.2,
  "smiles": "C=CN.CC=O",
  "e_above_lowest_kcal_mol": 71.0
}